Computed, not measured: a single C4H5NO molecule, with ωB97M-V/def2-TZVPD.

Results
Relative energy (zero: lowest compared OMol25 entry of this formula, charge and spin) ... 105.4 kJ/mol
2S+1 ... 1
E_LUMO ... 0.98 eV
Energy ... -285.37444 a.u.
HOMO energy ... -9.0 eV
Strongest force on any atom ... 0.466 eV/Å

Last columns: bonded neighbours and bond lengths (Å).
Cartesian coordinates (Å):
1 C -1.63797 -0.68420 0.48613  C2 1.323, H7 1.083, H8 1.085
2 C -0.40297 -0.28976 0.22081  C1 1.323, C3 1.510, O6 1.390
3 C 0.12795 1.06523 -0.18255  C2 1.510, N4 1.465, H9 1.093, H10 1.094
4 N 1.57260 0.87165 -0.33101  C3 1.465, C5 1.262
5 C 1.73726 -0.37684 -0.24626  N4 1.262, O6 1.368, H11 1.085
6 O 0.65558 -1.16962 0.02548  C2 1.390, C5 1.368
7 H -1.90070 -1.73396 0.52022  C1 1.083
8 H -2.41947 0.05973 0.60345  C1 1.085
9 H -0.29250 1.24873 -1.17436  C3 1.093
10 H -0.11084 1.92376 0.45277  C3 1.094
11 H 2.67107 -0.91474 -0.37468  C5 1.085

In the Mulliken picture, each atom carries the following charge in e: C -0.877; C 0.552; C -0.324; N -0.461; C 0.050; O -0.382; H 0.278; H 0.251; H 0.222; H 0.312; H 0.379